No. 1
This record from the OMol25 dataset describes a 17-piece molecular cluster, C20H74N16O17 overall. The level of theory is ωB97M-V/def2-TZVPD.

Each atom is followed by the atoms it is bonded to, with distances in Å.
CARTESIAN COORDINATES (ANGSTROEM)
1 H -4.08 3.86 -2.48  N34 1.030
2 N 4.76 0.94 1.29  C16 1.299, H97 1.035, H117 1.028
3 C 3.48 -3.21 0.82  H42 1.082, H59 1.102, H68 1.113, O103 1.447
4 O 0.10 -0.45 1.54  H51 0.975, C52 1.396
5 O -1.75 0.61 3.36  H10 0.975, C96 1.437
6 C 0.97 3.58 0.71  N85 1.296, N100 1.323, O127 1.378
7 C -2.21 3.30 -1.92  O8 1.416, N9 1.303, N34 1.299
8 O -0.84 3.11 -2.23  C7 1.416
9 N -2.58 3.17 -0.68  C7 1.303, H15 1.022, H70 1.030
10 H -0.91 0.11 3.35  O5 0.975
11 H 0.25 0.81 -0.99  C98 1.071
12 O 0.13 -1.48 4.48  C48 1.400
13 H -2.94 -1.46 -1.66  C123 1.060
14 C -3.75 0.75 4.68  H27 1.072, H31 1.094, H47 1.040, C96 1.491
15 H -1.82 2.83 -0.08  N9 1.022
16 C 3.65 1.50 0.93  N2 1.299, N93 1.319, O101 1.332
17 N -3.89 0.12 1.53  H29 1.094, C71 1.273, H113 1.004
18 H -1.87 0.07 5.42  C96 1.096
19 H -0.69 -4.76 4.32  N56 1.055
20 H 5.18 -1.40 3.92  O107 0.982
21 O -5.07 -1.65 0.56  C71 1.396
22 C 2.27 2.84 -3.59  N40 1.302, O45 1.397, N58 1.332
23 C -3.37 -3.62 -1.65  O25 1.386, H54 1.049, H91 1.097, C123 1.529
24 N -2.71 -1.62 1.11  H32 1.031, C71 1.321, H111 1.001
25 O -2.59 -3.76 -0.51  C23 1.386, H92 0.952
26 H -2.15 -2.39 -2.90  C123 1.025
27 H -4.49 0.66 3.91  C14 1.072
28 N 4.91 -0.64 -3.10  C36 1.256, H108 1.088, H116 1.019
29 H -4.86 0.54 1.80  N17 1.094
30 N -4.44 1.27 -0.83  H77 1.057, C110 1.320, H122 1.083
31 H -4.25 0.48 5.61  C14 1.094
32 H -2.61 -2.39 0.42  N24 1.031
33 H -1.40 0.45 -0.46  C98 1.117
34 N -3.09 3.77 -2.75  H1 1.030, C7 1.299, H61 1.044
35 H 2.65 -0.98 2.67  C83 1.129
36 C 4.42 -0.15 -2.05  N28 1.256, O65 1.353, N95 1.300
37 H 0.17 1.12 5.10  C119 1.121
38 H -0.32 -4.08 -0.26  O41 0.968
39 N -5.77 -0.09 -1.81  H46 1.042, H69 1.018, C110 1.303
40 N 1.68 2.50 -2.48  C22 1.302, H72 1.044, H74 1.061
41 O 0.54 -4.25 -0.67  H38 0.968, C43 1.414
42 H 2.56 -2.76 1.17  C3 1.082
43 C 0.25 -4.03 -2.04  O41 1.414, H79 1.084, H89 1.125, H106 1.123
44 H 4.48 1.45 -1.01  N95 1.060
45 O 1.85 3.89 -4.42  C22 1.397
46 H -5.51 -0.81 -1.10  N39 1.042
47 H -3.54 1.77 4.81  C14 1.040
48 C -0.15 -2.74 3.92  O12 1.400, N56 1.300, N114 1.237
49 H 3.11 -2.55 3.40  C83 1.067
50 H 4.12 2.51 -4.46  N58 1.063
51 H 0.68 0.33 1.59  O4 0.975
52 C 0.23 -0.99 0.26  O4 1.396, H80 1.082, H88 1.119, C98 1.558
53 C 1.13 -0.50 -3.80  O63 1.401, H78 1.071, H90 1.138, H115 1.057
54 H -4.40 -3.61 -1.49  C23 1.049
55 H 1.69 3.52 -1.16  N85 1.023
56 N -0.68 -3.74 4.57  H19 1.055, C48 1.300, H66 1.068
57 C -2.22 0.63 -3.86  O67 1.405, H81 1.032, H105 1.084, H126 1.052
58 N 3.40 2.16 -3.75  C22 1.332, H50 1.063, H73 1.067
59 H 4.09 -3.58 1.66  C3 1.102
60 H 0.89 3.82 2.69  N100 0.995
61 H -2.78 4.26 -3.63  N34 1.044
62 H 2.00 5.00 -0.36  N85 1.011
63 O 2.28 -0.55 -4.60  C53 1.401, H94 0.963
64 H 2.28 2.79 4.49  O82 0.957
65 O 3.50 -0.76 -1.25  C36 1.353
66 H -0.84 -3.49 5.59  N56 1.068
67 O -3.08 1.58 -4.44  C57 1.405, H102 0.953
68 H 4.09 -2.40 0.35  C3 1.113
69 H -6.36 -0.41 -2.56  N39 1.018
70 H -3.32 3.74 -0.26  N9 1.030
71 C -3.91 -1.07 1.09  N17 1.273, O21 1.396, N24 1.321
72 H 2.02 1.77 -1.82  N40 1.044
73 H 3.92 1.59 -3.02  N58 1.067
74 H 0.69 2.87 -2.35  N40 1.061
75 H 3.02 -1.15 4.44  C83 1.058
76 H -0.52 -0.57 -1.69  C98 1.106
77 H -3.68 2.00 -0.87  N30 1.057
78 H 0.71 0.48 -3.88  C53 1.071
79 H 1.01 -4.41 -2.71  C43 1.084
80 H -0.20 -1.98 0.29  C52 1.082
81 H -2.55 0.22 -2.98  C57 1.032
82 O 1.39 2.74 4.83  H64 0.957, C119 1.364
83 C 3.25 -1.50 3.47  H35 1.129, H49 1.067, H75 1.058, O107 1.439
84 H 0.38 1.87 3.35  C119 1.096
85 N 1.69 4.04 -0.27  C6 1.296, H55 1.023, H62 1.011
86 H 1.55 0.87 4.11  C119 1.062
87 H 2.23 4.51 2.02  N100 0.985
88 H 1.33 -1.10 0.08  C52 1.119
89 H -0.71 -4.59 -2.18  C43 1.125
90 H 0.35 -1.28 -4.06  C53 1.138
91 H -3.19 -4.55 -2.21  C23 1.097
92 H -2.84 -4.59 -0.12  O25 0.952
93 N 3.89 2.52 0.13  C16 1.319, H112 1.065, H118 1.013
94 H 2.90 0.03 -4.13  O63 0.963
95 N 4.93 1.03 -1.88  C36 1.300, H44 1.060, H120 1.055
96 C -2.44 0.05 4.48  O5 1.437, C14 1.491, H18 1.096, H109 1.126
97 H 4.57 0.12 1.89  N2 1.035
98 C -0.42 0.01 -0.75  H11 1.071, H33 1.117, C52 1.558, H76 1.106
99 H 2.56 -4.10 -0.70  O103 0.963
100 N 1.33 4.14 1.86  C6 1.323, H60 0.995, H87 0.985
101 O 2.44 1.16 1.38  C16 1.332
102 H -3.09 2.32 -3.85  O67 0.953
103 O 3.39 -4.19 -0.24  C3 1.447, H99 0.963
104 H -0.36 -3.89 2.37  N114 0.996
105 H -1.33 1.17 -3.54  C57 1.084
106 H 0.01 -2.95 -2.24  C43 1.123
107 O 4.61 -1.14 3.16  H20 0.982, C83 1.439
108 H 4.58 -1.64 -3.39  N28 1.088
109 H -2.65 -1.04 4.31  C96 1.126
110 C -5.21 1.09 -1.88  N30 1.320, N39 1.303, O124 1.398
111 H -1.89 -1.15 1.42  N24 1.001
112 H 3.06 3.19 0.04  N93 1.065
113 H -3.19 0.40 2.19  N17 1.004
114 N -0.03 -3.03 2.73  C48 1.237, H104 0.996, H125 1.044
115 H 1.59 -0.66 -2.86  C53 1.057
116 H 5.41 -0.08 -3.78  N28 1.019
117 H 5.71 1.20 0.98  N2 1.028
118 H 4.82 2.93 0.09  N93 1.013
119 C 0.82 1.61 4.32  H37 1.121, O82 1.364, H84 1.096, H86 1.062
120 H 5.74 1.47 -2.39  N95 1.055
121 H -3.72 -2.10 -3.11  C123 1.112
122 H -4.31 0.67 0.07  N30 1.083
123 C -2.98 -2.30 -2.30  H13 1.060, C23 1.529, H26 1.025, H121 1.112
124 O -5.50 2.00 -2.90  C110 1.398
125 H 0.31 -2.21 2.17  N114 1.044
126 H -1.90 -0.19 -4.43  C57 1.052
127 O -0.09 2.73 0.52  C6 1.378

Calculated values
HOMO-LUMO gap, hartree: 0.2806
DFT total energy, Eh: -2961.3741
E_LUMO, Eh: -0.01557
Energy relative to the best compared isomer or geometry (same formula, charge and spin), kJ/mol: 329.62
E_HOMO, hartree: -0.2962

No. 2
This record from the OMol25 dataset describes a 20-piece molecular cluster, C20H80N22O20 overall. The level of theory is ωB97M-V/def2-TZVPD.

Each atom is followed by the atoms it is bonded to, with distances in Å.
CARTESIAN COORDINATES (ANGSTROEM)
1 H -3.97 5.80 1.76  O109 0.960
2 H 0.90 0.07 2.12  N56 1.010
3 H -1.99 2.40 -0.02  N105 1.010
4 N -1.50 1.95 -4.73  H107 1.010, H125 1.010, C131 1.263
5 H 3.88 3.34 3.13  N6 1.010
6 N 4.55 2.59 3.12  H5 1.010, C16 1.317, H117 1.010
7 H 5.11 0.05 0.57  C31 1.090
8 C -2.78 -2.92 -3.72  N47 1.313, O54 1.247, N76 1.259
9 O 6.12 1.79 4.46  C16 1.228
10 O -4.87 2.87 -0.80  C139 1.193
11 H -0.33 6.38 -1.03  O114 0.960
12 N -4.00 -5.69 1.25  C28 1.293, H60 1.010, H78 1.010
13 H 3.25 3.88 -3.90  N134 1.010
14 H -0.47 0.54 -6.16  N106 1.010
15 H 1.53 5.71 -0.55  C26 1.090
16 C 4.94 2.02 4.24  N6 1.317, O9 1.228, N127 1.307
17 O 0.04 -0.45 4.95  C120 1.234
18 H 0.80 1.05 4.65  O128 0.960
19 H -1.08 4.66 -2.65  O79 0.960
20 N -2.11 -4.75 0.84  C28 1.317, H62 1.010, H94 1.010
21 H -3.08 2.25 3.76  C82 1.090
22 H -1.82 1.00 3.41  C82 1.090
23 C -4.57 2.47 -4.59  H69 1.090, H70 1.090, H113 1.090, O142 1.363
24 H -6.30 -1.50 1.42  N98 1.010
25 N -0.54 -0.43 -0.47  C89 1.300, H95 1.010, H111 1.010
26 C 0.69 5.04 -0.42  H15 1.090, H93 1.090, O114 1.395, H130 1.090
27 C 0.00 4.58 -4.20  H40 1.090, H77 1.090, O79 1.399, H103 1.090
28 C -3.27 -5.13 0.34  N12 1.293, N20 1.317, O123 1.190
29 H 4.47 -2.17 2.82  N50 1.010
30 H -4.11 -0.11 4.65  O84 0.960
31 C 4.56 -0.61 1.24  H7 1.090, O45 1.406, H108 1.090, H133 1.090
32 H 3.91 -2.75 4.42  N50 1.010
33 H -3.95 1.47 -2.53  N116 1.010
34 H -1.47 -3.07 4.38  N74 1.010
35 H -2.83 -1.30 -2.64  N47 1.010
36 H -2.38 1.08 4.98  C82 1.090
37 H -2.30 1.30 -1.77  N116 1.010
38 C 1.22 2.42 3.25  H49 1.090, H68 1.090, H97 1.090, O128 1.409
39 O 2.68 -3.39 1.74  C57 1.194
40 H 0.35 5.56 -4.53  C27 1.090
41 N -3.34 -0.95 0.70  H43 1.010, C63 1.289, H135 1.010
42 H 3.06 1.66 4.75  N127 1.010
43 H -2.66 -1.49 0.19  N41 1.010
44 C 2.71 2.92 -5.53  N119 1.319, O129 1.230, N134 1.327
45 O 5.61 -1.32 1.84  C31 1.406, H64 0.960
46 H 0.85 -1.96 6.77  N92 1.010
47 N -3.09 -2.27 -2.62  C8 1.313, H35 1.010, H87 1.010
48 O -4.77 -2.02 -0.45  C63 1.222
49 H 0.19 2.64 2.99  C38 1.090
50 N 3.92 -2.78 3.41  H29 1.010, H32 1.010, C57 1.277
51 H 2.22 1.35 -6.79  N119 1.010
52 H -1.72 5.93 2.59  C73 1.090
53 H 1.39 -3.40 0.64  O101 0.960
54 O -2.18 -2.42 -4.69  C8 1.247
55 H -3.22 3.57 0.55  N105 1.010
56 N 0.71 -0.35 1.23  H2 1.010, C89 1.305, H104 1.010
57 C 2.88 -3.33 2.92  O39 1.194, N50 1.277, N136 1.261
58 H 5.72 -5.65 1.14  N90 1.010
59 H -0.41 -3.14 6.52  N92 1.010
60 H -4.80 -6.30 1.16  N12 1.010
61 O 3.59 0.18 -3.15  H110 0.960, C138 1.412
62 H -2.01 -4.75 1.84  N20 1.010
63 C -4.55 -1.38 0.57  N41 1.289, O48 1.222, N98 1.329
64 H 6.48 -0.98 1.63  O45 0.960
65 O -1.20 0.36 -3.20  C131 1.190
66 O -0.12 1.55 0.47  C89 1.199
67 H 4.44 -3.22 -1.69  N115 1.010
68 H 1.78 1.72 2.62  C38 1.090
69 H -3.79 3.08 -4.14  C23 1.090
70 H -5.51 2.90 -4.25  C23 1.090
71 H -2.71 4.70 3.34  C73 1.090
72 H -5.07 -0.62 2.37  N98 1.010
73 C -2.31 5.04 2.38  H52 1.090, H71 1.090, H88 1.090, O109 1.395
74 N -1.30 -2.09 4.55  H34 1.010, H100 1.010, C120 1.259
75 H -3.78 0.72 -4.60  O142 0.960
76 N -2.91 -4.16 -3.54  C8 1.259, H83 1.010, H132 1.010
77 H -0.02 4.10 -5.17  C27 1.090
78 H -3.51 -5.81 2.12  N12 1.010
79 O -1.26 4.62 -3.60  H19 0.960, C27 1.399
80 H 1.69 -4.24 -1.70  C81 1.090
81 C 0.88 -4.31 -0.98  H80 1.090, H85 1.090, O101 1.412, H140 1.090
82 C -2.74 1.23 3.96  H21 1.090, H22 1.090, H36 1.090, O84 1.490
83 H -2.83 -4.72 -4.37  N76 1.010
84 O -3.85 0.25 3.80  H30 0.960, C82 1.490
85 H 0.99 -5.28 -0.49  C81 1.090
86 H 2.36 0.70 -1.47  C138 1.090
87 H -3.69 -2.61 -1.88  N47 1.010
88 H -1.62 4.43 1.80  C73 1.090
89 C 0.03 0.37 0.37  N25 1.300, N56 1.305, O66 1.199
90 N 5.13 -4.92 0.76  H58 1.010, H91 1.010, C99 1.308
91 H 4.45 -4.46 1.34  N90 1.010
92 N 0.06 -2.29 6.23  H46 1.010, H59 1.010, C120 1.314
93 H 0.83 3.96 -0.48  C26 1.090
94 H -1.39 -4.37 0.24  N20 1.010
95 H -0.24 -1.38 -0.31  N25 1.010
96 H 2.97 2.19 -3.59  N134 1.010
97 H 1.81 3.32 3.05  C38 1.090
98 N -5.41 -1.03 1.51  H24 1.010, C63 1.329, H72 1.010
99 C 5.16 -4.62 -0.51  N90 1.308, N115 1.264, O118 1.190
100 H -1.80 -1.43 3.97  N74 1.010
101 O 0.91 -3.16 -0.16  H53 0.960, C81 1.412
102 H 2.37 1.06 -5.06  N119 1.010
103 H 0.67 4.21 -3.42  C27 1.090
104 H 1.25 -1.12 0.84  N56 1.010
105 N -2.92 2.78 0.00  H3 1.010, H55 1.010, C139 1.253
106 N -0.72 0.11 -5.29  H14 1.010, H121 1.010, C131 1.287
107 H -1.64 2.72 -4.10  N4 1.010
108 H 4.05 0.03 1.97  C31 1.090
109 O -3.29 5.23 1.41  H1 0.960, C73 1.395
110 H 3.85 -0.68 -3.49  O61 0.960
111 H -0.84 0.03 -1.32  N25 1.010
112 H 4.25 1.24 5.96  N127 1.010
113 H -4.55 2.68 -5.66  C23 1.090
114 O -0.34 5.46 -1.28  H11 0.960, C26 1.395
115 N 4.46 -3.59 -0.75  H67 1.010, C99 1.264, H122 1.010
116 N -3.24 1.65 -1.84  H33 1.010, H37 1.010, C139 1.350
117 H 5.30 2.72 2.46  N6 1.010
118 O 5.83 -5.17 -1.32  C99 1.190
119 N 2.35 1.70 -5.85  C44 1.319, H51 1.010, H102 1.010
120 C -0.35 -1.59 5.20  O17 1.234, N74 1.259, N92 1.314
121 H -0.56 -0.88 -5.11  N106 1.010
122 H 3.91 -3.28 0.04  N115 1.010
123 O -3.52 -5.12 -0.82  C28 1.190
124 H 2.57 -3.97 4.69  N136 1.010
125 H -1.60 2.13 -5.72  N4 1.010
126 H 2.93 -0.92 -1.71  C138 1.090
127 N 4.01 1.70 5.10  C16 1.307, H42 1.010, H112 1.010
128 O 1.27 1.88 4.55  H18 0.960, C38 1.409
129 O 2.75 3.80 -6.39  C44 1.230
130 H 0.42 5.23 0.62  C26 1.090
131 C -1.18 0.80 -4.31  N4 1.263, O65 1.190, N106 1.287
132 H -3.18 -4.57 -2.66  N76 1.010
133 H 3.91 -1.22 0.61  C31 1.090
134 N 2.93 2.97 -4.22  H13 1.010, C44 1.327, H96 1.010
135 H -3.22 -0.44 1.57  N41 1.010
136 N 2.27 -4.07 3.73  C57 1.261, H124 1.010, H137 1.010
137 H 1.60 -4.78 3.44  N136 1.010
138 C 2.55 -0.04 -2.24  O61 1.412, H86 1.090, H126 1.090, H141 1.090
139 C -3.76 2.44 -0.87  O10 1.193, N105 1.253, N116 1.350
140 H 0.00 -4.35 -1.63  C81 1.090
141 H 1.60 -0.26 -2.74  C138 1.090
142 O -4.50 1.18 -4.16  C23 1.363, H75 0.960

Calculated values
HOMO-LUMO gap, hartree: 0.2578
DFT total energy, Eh: -3519.5401
E_LUMO, Eh: -0.03922
E_HOMO, hartree: -0.2971